{
  "formula": "C9H16N4O5",
  "method": "wB97M-V/def2-TZVPD",
  "elements": ["N", "C", "O", "C", "C", "C", "N", "C", "O", "C", "N", "C", "C", "N", "O", "C", "O", "O", "H", "H", "H", "H", "H", "H", "H", "H", "H", "H", "H", "H", "H", "H", "H", "H"],
  "coordinates": [[0.2288, 1.6145, -4.4921], [0.7558, 2.5697, -3.7388], [1.0052, 3.8006, -4.1395], [1.0864, 1.9463, -2.3974], [-0.2730, 1.7437, -1.6834], [-0.0725, 0.4295, -0.7881], [0.9727, 0.7142, 0.0510], [1.0433, 0.0017, 1.2426], [2.0853, -0.0374, 1.9503], [-0.0998, -0.7782, 1.7397], [-0.4490, -1.8751, 0.8805], [0.0631, -1.2542, 3.2217], [-1.4066, -1.3286, 3.7415], [-1.5974, -1.6313, 5.0679], [-2.4238, -1.2450, 3.0514], [0.1250, -0.7043, -1.7659], [-0.5395, -0.9483, -2.7310], [1.1474, -1.5140, -1.4929], [-0.5457, 2.1134, -5.2471], [-0.3178, 0.9236, -3.9553], [1.5562, 1.0416, -2.6037], [1.7203, 2.6426, -1.8923], [-0.9678, 1.4205, -2.6167], [-0.6184, 2.6702, -1.0784], [-0.9954, 0.4035, -0.3235], [1.6600, 1.5840, -0.1928], [-0.9909, -0.0286, 1.7848], [0.1149, -2.7538, 1.0724], [-1.3330, -2.1391, 1.4543], [0.6758, -0.6051, 3.8938], [0.4139, -2.3609, 3.2146], [-0.5733, -2.1332, 5.5247], [-2.4121, -2.1337, 5.4179], [0.9618, -2.1488, -2.1703]],
  "forces_ev_per_angstrom": [[-5.070, 1.168, -4.430], [2.310, 5.521, -0.811], [-1.238, -5.628, 2.074], [-1.470, 3.190, -0.075], [-0.595, -1.235, -1.420], [-0.818, 3.233, -3.824], [3.002, 1.550, 2.369], [4.892, 0.641, 1.366], [-1.921, 0.853, -1.821], [-1.074, 1.270, 1.257], [-2.642, -2.473, 1.731], [-0.913, -0.531, -0.121], [-1.692, -1.187, 0.400], [5.638, -2.226, 2.367], [1.257, 0.381, -0.197], [0.287, -0.425, 1.233], [-1.177, 0.522, -0.907], [0.329, 0.878, 0.791], [3.210, -1.967, 2.366], [0.825, -0.021, -0.750], [1.001, -1.602, -0.111], [0.654, 0.259, 0.466], [0.673, 1.181, 3.235], [0.425, -1.765, -1.144], [-1.846, -1.009, 1.182], [-2.021, -3.429, 1.188], [1.195, -1.372, -0.379], [-0.128, 1.731, -0.368], [1.032, 0.076, -2.049], [-0.364, -0.669, -0.727], [-0.176, 1.945, 0.209], [-4.264, 2.167, -1.566], [0.104, 0.416, -0.708], [0.575, -1.443, -0.827]],
  "lowdin_charge": [0.111, -0.511, -0.035, -0.138, -0.071, -0.299, 0.097, -0.387, 0.029, -0.374, 0.061, -0.054, -0.542, 0.097, 0.017, -0.515, 0.111, 0.140, 0.227, 0.056, 0.102, 0.111, 0.140, 0.160, 0.127, 0.225, 0.176, 0.120, 0.111, 0.130, 0.152, 0.212, 0.095, 0.117],
  "homo_ev": -9.725,
  "total_energy_ev": -25788.16005,
  "smiles": "NC(=O)CC[C@H](NC(=O)[C@@H](N)CC(N)=O)C(=O)O",
  "orbital_gap_ev": 10.0520,
  "max_force_ev_per_a": 6.83
}